Entry 1:
2 unconnected molecules or ions with the total composition CH6N2, computed with ωB97M-V/def2-TZVPD.

As for the LUMO energy (spin up / spin down): 4.682 / 4.429 eV. The HOMO energy (spin up / spin down) is 1.04 / -3.50 eV. The value obtained for the molar mass is 46.1 g mol⁻¹. The value obtained for the relative energy (zero: lowest compared OMol25 entry of this formula, charge and spin) is 10.68 kcal per mole.

The geometry in ORCA input format:
```
! wB97M-V def2-TZVPD RIJCOSX def2/J DEFGRID3
* xyz -1 2
N 1.88876 -0.43119 0.76674
H 2.74079 0.06487 1.01343
H 1.30141 -0.68366 1.54283
H 1.34316 -0.10323 -0.02650
C -1.43020 0.61898 -0.80436
N -1.78453 -0.69237 -0.83338
H -1.59436 1.20178 -1.69786
H -0.90352 1.12789 0.02260
H -1.56151 -1.10307 0.01651
*
```

***

Entry 2:
2 unconnected molecules or ions with the total composition CH6N2, computed with ωB97M-V/def2-TZVPD.

As for the LUMO energy: 0.866 eV. The SMILES is [H]/N=N\[H].C. The HOMO energy is -9.67 eV. The value obtained for the molar mass is 46.1 g mol⁻¹. The value obtained for the relative energy (zero: lowest compared OMol25 entry of this formula, charge and spin) is 41.85 kcal per mole.

The geometry in ORCA input format:
```
! wB97M-V def2-TZVPD RIJCOSX def2/J DEFGRID3
* xyz 0 1
C 2.39978 -0.03495 0.01441
H 1.84404 0.88461 -0.18260
H 3.05194 0.07304 0.87671
H 3.00441 -0.31812 -0.84694
H 1.68918 -0.83906 0.23550
H -1.95785 1.21573 0.30667
H -2.55019 -0.68369 0.37191
N -1.20940 0.57507 -0.07245
N -1.57349 -0.59262 -0.04865
*
```

***

Entry 3:
2 unconnected molecules or ions with the total composition CH6N2O4S2, computed with ωB97M-V/def2-TZVPD.

As for the LUMO energy (spin up / spin down): -2.616 / -1.901 eV. The HOMO energy (spin up / spin down) is -9.20 / -9.76 eV. The value obtained for the molar mass is 174.2 g mol⁻¹. The value obtained for the relative energy (zero: lowest compared OMol25 entry of this formula, charge and spin) is 81.56 kcal per mole.

The geometry in ORCA input format:
```
! wB97M-V def2-TZVPD RIJCOSX def2/J DEFGRID3
* xyz 0 1
C -1.34660 1.04731 0.40237
N -2.24028 -0.64537 -1.41031
N 2.78976 -0.66504 0.87209
O -0.40625 -1.42090 0.30523
O 1.68957 1.61138 0.30248
O 3.03852 0.34757 -1.36250
O 3.57380 -1.65044 0.21606
S -0.90858 -0.42281 -0.66808
S 2.00043 0.35164 -0.31957
H -1.83386 0.51250 1.23322
H -0.46373 1.59344 0.62103
H -2.07616 1.57220 -0.23038
H -2.51584 -1.70606 -1.54439
H 2.26361 -1.40887 1.32581
H 4.04582 -1.25222 -0.58086
*
```

***

Entry 4:
A gas-phase ion, CH6N2OP (charge +1), computed with ωB97M-V/def2-TZVPD.

As for the LUMO energy: -4.162 eV. The SMILES is N=C=[P@H]([NH3+])O. The HOMO energy is -13.18 eV. The value obtained for the molar mass is 93.0 g mol⁻¹. The value obtained for the relative energy (zero: lowest compared OMol25 entry of this formula, charge and spin) is 41.00 kcal per mole.

The geometry in ORCA input format:
```
! wB97M-V def2-TZVPD RIJCOSX def2/J DEFGRID3
* xyz 1 1
C 1.65688 -0.93286 0.28283
N 2.16332 -1.96935 0.12754
N -1.76356 0.62034 -0.28675
O 0.54958 1.44516 -0.00392
P 0.04049 -0.06493 0.03679
H -2.50286 -0.13873 -0.22969
H 2.76591 -2.70932 -0.16037
H -2.19972 1.22127 0.45247
H -1.65351 1.05398 -1.14250
H 1.24962 1.66915 -0.54057
H -0.30614 -0.19471 1.46419
*
```

***

Entry 5:
2 unconnected molecules or ions with the total composition CH6N2OPS, computed with ωB97M-V/def2-TZVPD.

As for the LUMO energy: -5.445 eV. The HOMO energy is -14.51 eV. The value obtained for the molar mass is 125.1 g mol⁻¹. The value obtained for the relative energy (zero: lowest compared OMol25 entry of this formula, charge and spin) is 34.02 kcal per mole.

The geometry in ORCA input format:
```
! wB97M-V def2-TZVPD RIJCOSX def2/J DEFGRID3
* xyz 1 1
C 1.86593 0.21733 -0.23911
N 0.62934 0.37335 0.03972
N -1.46931 -1.24701 0.73669
O 2.66172 0.71948 -1.14518
P -0.61637 1.08473 -1.14144
S 3.42002 -0.31739 0.06048
H 0.15411 -0.26284 0.67792
H -1.23819 -2.26085 0.89436
H -2.23916 -1.14178 0.00708
H -2.00049 -0.97703 1.59797
H -1.31917 1.57491 -0.11621
H 0.15157 2.23712 -1.37228
*
```

***

Entry 6:
A molecular structure, CH6N2P2, computed with ωB97M-V/def2-TZVPD.

As for the LUMO energy (spin up / spin down): 0.759 / -1.659 eV. The HOMO energy (spin up / spin down) is -6.40 / -9.00 eV. The value obtained for the molar mass is 108.0 g mol⁻¹. The value obtained for the relative energy (zero: lowest compared OMol25 entry of this formula, charge and spin) is 18.59 kcal per mole.

The geometry in ORCA input format:
```
! wB97M-V def2-TZVPD RIJCOSX def2/J DEFGRID3
* xyz 0 3
C -0.27981 -0.32922 -1.54270
N -1.20241 0.44772 -0.94861
N 0.98765 -0.23143 1.46220
P -2.31029 0.62681 0.10917
P 0.77881 -1.42233 0.23407
H 0.35588 0.23927 -2.09575
H -0.59470 -1.21383 -1.96207
H 1.95726 0.06758 1.25626
H 0.32853 0.55117 1.27824
H -2.91606 1.97200 -0.44292
H -0.50475 -1.78566 0.57352
*
```

***

Entry 7:
A single CH6N2S molecule, computed with ωB97M-V/def2-TZVPD.

As for the LUMO energy: 1.042 eV. The SMILES is NNCS. The HOMO energy is -8.98 eV. The value obtained for the molar mass is 78.1 g mol⁻¹. The value obtained for the relative energy (zero: lowest compared OMol25 entry of this formula, charge and spin) is 41.52 kcal per mole.

The geometry in ORCA input format:
```
! wB97M-V def2-TZVPD RIJCOSX def2/J DEFGRID3
* xyz 0 1
C 0.93403 -0.49237 0.42215
N -0.31909 -0.29611 -1.58186
N -0.01428 0.31266 -0.18158
S 1.37258 0.33057 1.98359
H 0.59025 -1.55294 0.51473
H 1.92212 -0.58380 -0.18955
H -0.41012 0.46442 -2.24121
H -1.27599 -0.53206 -1.56275
H 0.34705 1.19235 -0.38328
H 0.39713 1.31417 1.73567
*
```

***

Entry 8:
A molecular structure, CH6N3, computed with ωB97M-V/def2-TZVPD.

As for the LUMO energy: -5.145 eV. The HOMO energy is -15.53 eV. The value obtained for the molar mass is 60.1 g mol⁻¹. The value obtained for the relative energy (zero: lowest compared OMol25 entry of this formula, charge and spin) is 104.21 kcal per mole.

The geometry in ORCA input format:
```
! wB97M-V def2-TZVPD RIJCOSX def2/J DEFGRID3
* xyz 1 1
C 0.78657 0.49229 0.46791
N -0.48280 0.02688 0.17455
N 1.80199 -0.09469 -0.13527
N -2.26796 0.02405 0.16031
H 1.03263 1.39008 1.07981
H -0.30173 -0.76839 -0.51633
H 1.69242 -0.91111 -0.77124
H 2.66958 -0.30760 0.33300
H -2.46514 0.94387 -0.35546
H -2.46556 -0.79539 -0.43727
*
```

***

Entry 9:
2 unconnected molecules or ions with the total composition CH6N3, computed with ωB97M-V/def2-TZVPD.

As for the LUMO energy: -3.596 eV. The HOMO energy is -16.02 eV. The value obtained for the molar mass is 60.1 g mol⁻¹. The value obtained for the relative energy (zero: lowest compared OMol25 entry of this formula, charge and spin) is 79.54 kcal per mole.

The geometry in ORCA input format:
```
! wB97M-V def2-TZVPD RIJCOSX def2/J DEFGRID3
* xyz 1 1
C -1.96266 -0.50467 -0.15222
N 0.72283 -0.69677 0.14930
N -1.62168 0.52115 0.24271
N 0.80894 0.74399 -0.06543
H -2.47428 -1.38523 -0.36242
H 1.23371 -1.25315 -0.50966
H 1.14594 -0.82299 1.10159
H -0.20831 0.96844 0.13473
H 1.44390 1.33989 0.49608
H 0.91160 1.08935 -1.03469
*
```

***

Entry 10:
A gas-phase ion, CH6N3O2S (charge +1), computed with ωB97M-V/def2-TZVPD.

As for the LUMO energy: -3.429 eV. The SMILES is NC(=[NH2+])S(N)(=O)=O. The HOMO energy is -15.63 eV. The value obtained for the molar mass is 124.1 g mol⁻¹. The value obtained for the relative energy (zero: lowest compared OMol25 entry of this formula, charge and spin) is 17.48 kcal per mole.

The geometry in ORCA input format:
```
! wB97M-V def2-TZVPD RIJCOSX def2/J DEFGRID3
* xyz 1 1
C -0.36528 0.32352 0.71045
N -0.26295 1.57873 0.66211
N 0.34426 -0.37203 -2.03851
N -1.02507 -0.39392 1.52402
O 0.48846 -2.12932 -0.17534
O 2.10382 -0.24294 -0.27480
S 0.88637 -0.84000 -0.58863
H -0.83028 2.19253 1.23422
H 0.08622 2.09199 -0.15873
H 0.97882 0.23718 -2.42634
H -0.26239 -1.12545 -2.34690
H -1.39575 0.03504 2.40813
H -0.74624 -1.35533 1.47031
*
```

***

> What is the formula in the fifth record?

CH6N2OPS